Computed, not measured: a structure of composition C25H23IN6O6SV, with ωB97M-V/def2-TZVPD.

For the energy relative to the best compared isomer or geometry (same formula, charge and spin), the calculation gives 4.6 kcal/mol. As for the spin multiplicity: 3. For the highest occupied orbital energy (spin up / spin down), the calculation gives -11.27 / -11.30 eV. The total charge is +1. The molecular weight comes out at 713.4 g mol⁻¹. As for the expectation value of S²: 2.016. Its orbital gap (spin up / spin down) is 0.2815 / 0.2830 Eh.

```
63
Properties=species:S:1:pos:R:3:forces:R:3
I 0.069 -0.001 3.242 0.04 -0.02 0.06
V -0.191 -0.422 0.431 -0.08 -0.09 -0.20
S -1.044 -2.662 1.320 0.04 -0.10 0.02
O -1.200 3.405 -0.125 0.01 0.02 0.00
O -3.824 4.114 -0.171 0.00 -0.04 -0.04
O -0.103 1.485 0.244 -0.03 0.14 0.07
O -0.190 -1.076 -1.292 -0.04 0.13 0.06
O 5.011 -0.260 -1.912 0.00 0.01 0.00
O -5.744 3.024 0.072 -0.01 -0.01 -0.04
N -1.229 -5.143 0.512 0.00 0.08 -0.01
N 1.359 -1.769 -4.415 0.04 0.03 -0.01
N -2.260 0.111 0.359 0.03 0.03 0.13
N 0.352 -3.881 -0.635 0.08 0.01 -0.08
N 1.925 -0.512 0.547 -0.01 -0.04 -0.12
N -3.478 -0.424 0.450 -0.01 -0.01 -0.08
C 2.125 0.190 2.916 -0.01 -0.01 -0.09
C 4.044 0.308 1.512 0.02 0.02 0.00
C -4.434 0.511 0.336 0.01 0.01 0.02
C -0.973 -6.267 -0.192 0.04 -0.03 -0.06
C 0.792 -1.273 -2.148 0.10 -0.05 0.01
C 2.659 -1.736 -4.071 -0.05 -0.03 -0.03
C 0.624 -4.956 -1.372 0.05 0.06 0.04
C 2.600 -1.007 -0.437 -0.01 -0.01 -0.03
C 2.138 -1.281 -1.784 0.01 0.00 0.07
C -1.178 2.212 0.085 0.03 -0.07 -0.02
C 2.870 0.639 3.995 0.01 -0.01 -0.02
C -1.743 -7.492 0.161 -0.01 0.00 0.01
C 3.106 -1.515 -2.792 -0.01 0.02 0.06
C -4.544 3.018 0.012 0.02 0.04 0.09
C -0.025 -6.184 -1.176 -0.05 -0.02 0.01
C -3.803 1.729 0.167 -0.03 0.00 -0.04
C 2.698 -0.039 1.663 -0.10 0.03 0.08
C 4.219 0.903 3.836 -0.01 -0.01 -0.01
C -2.438 1.414 0.193 0.04 0.01 -0.02
C 1.672 -4.796 -2.421 -0.03 -0.08 0.00
C 4.795 0.755 2.584 0.01 0.02 0.02
C 0.444 -1.540 -3.499 -0.03 0.03 0.00
C 4.588 -1.480 -2.511 0.00 0.00 -0.01
C -0.586 -3.952 0.297 -0.06 -0.01 0.09
C -1.001 -1.558 -3.890 0.01 -0.01 0.00
H 3.365 -1.905 -4.877 0.01 0.01 0.00
H 0.218 -7.047 -1.777 -0.01 -0.01 0.01
H 1.823 -5.713 -2.986 0.01 0.01 0.00
H 4.900 0.455 -2.549 0.00 0.00 -0.01
H -1.458 -8.320 -0.482 0.00 0.00 0.00
H 4.802 1.257 4.675 0.00 0.00 0.00
H -1.552 -7.774 1.198 0.00 0.00 0.00
H -3.568 -1.422 0.569 0.01 -0.01 0.02
H -1.924 -5.157 1.248 -0.01 -0.01 0.00
H -1.469 -0.594 -3.684 0.00 0.00 0.00
H 5.133 -1.673 -3.437 -0.01 0.00 -0.01
H -2.854 3.938 -0.194 -0.01 0.01 0.02
H 4.512 0.276 0.538 -0.01 -0.01 0.00
H 2.393 0.797 4.952 0.01 0.00 0.00
H 5.832 1.016 2.426 0.00 -0.01 0.01
H -1.083 -1.783 -4.950 0.00 0.00 0.00
H -5.485 0.282 0.384 0.00 0.00 -0.01
H -2.814 -7.315 0.049 0.00 0.00 0.00
H 3.655 -1.189 -0.279 0.01 0.00 -0.02
H 1.388 -3.992 -3.101 -0.01 -0.03 0.00
H 4.876 -2.264 -1.808 0.00 -0.01 0.03
H -1.549 -2.304 -3.311 0.00 0.00 0.00
H 2.611 -4.500 -1.953 0.01 0.01 0.03
```
Positions in Å, forces in eV/Å.


Computed, not measured: a structure of composition C6H18FeN5OS at a distorted geometry, with ωB97M-V/def2-TZVPD.

As for the spin multiplicity: 2. For the highest occupied orbital energy (spin up / spin down), the calculation gives -17.08 / -17.18 eV. The total charge is +2. The molecular weight comes out at 264.2 g mol⁻¹. As for the expectation value of S²: 0.801. Its orbital gap (spin up / spin down) is 0.2997 / 0.3308 Eh.

```
32
Properties=species:S:1:pos:R:3:forces:R:3
Fe 0.799 0.833 0.193 -0.69 -1.58 -0.07
S 3.224 2.640 1.340 -0.48 -0.42 -0.02
O 3.871 1.906 2.389 0.19 -0.01 0.11
N 1.570 0.342 -1.588 0.61 -0.04 0.18
N 2.031 1.951 0.712 0.41 1.08 -0.29
N -0.814 1.811 0.968 0.28 0.29 0.43
N -0.805 -0.396 -0.550 0.12 0.16 -0.18
N 1.189 -0.872 1.241 -0.26 0.42 0.13
C -0.134 -1.445 1.584 -0.04 0.01 -0.10
C 0.968 -0.904 -2.118 -0.03 0.00 -0.16
C -2.064 0.381 -0.444 -0.23 -0.10 -0.07
C -0.518 -0.723 -1.973 -0.11 -0.16 -0.11
C -0.840 -1.650 0.261 -0.05 -0.08 0.13
C -2.092 1.062 0.893 -0.09 0.03 0.06
H 1.421 1.102 -2.253 0.02 0.06 0.06
H -2.959 1.713 1.001 0.06 0.10 -0.07
H 1.250 -1.090 -3.155 0.04 0.08 0.00
H 1.341 -1.743 -1.531 0.00 -0.02 -0.01
H -2.134 0.349 1.712 -0.05 0.04 0.01
H -0.848 0.113 -2.591 0.03 0.02 0.00
H 1.714 -0.664 2.091 0.07 0.13 -0.08
H -2.055 1.133 -1.235 -0.01 0.02 0.01
H -1.068 -1.603 -2.311 -0.04 0.00 0.09
H -0.888 2.635 0.370 0.02 0.07 0.10
H 2.583 0.252 -1.513 0.00 0.04 -0.08
H 1.746 -1.557 0.734 0.04 0.05 -0.02
H -1.859 -2.014 0.401 -0.05 0.12 -0.05
H -2.948 -0.241 -0.603 0.08 -0.09 0.00
H -0.075 -2.370 2.158 0.17 -0.06 -0.10
H -0.310 -2.420 -0.300 -0.03 -0.06 0.05
H -0.635 -0.714 2.214 0.00 -0.09 0.06
H -0.662 2.183 1.905 0.02 0.01 -0.01
```
Positions in Å, forces in eV/Å.


Computed, not measured: the molecule C5H10N2 at a distorted geometry, with ωB97M-V/def2-TZVPD.

For the energy relative to the best compared isomer or geometry (same formula, charge and spin), the calculation gives 109.4 kcal/mol. The SMILES is C1C[C@@H]2N[C@H]2CN1. For the highest occupied orbital energy, the calculation gives -8.41 eV. The total charge is 0. The molecular weight comes out at 98.1 g mol⁻¹. Its orbital gap is 0.3509 Eh.

```
17
Properties=species:S:1:pos:R:3:forces:R:3
N 1.019 1.337 0.131 -4.74 -3.10 -1.47
N -1.145 -1.519 0.997 0.70 -0.01 -1.64
C -0.642 0.073 -1.500 1.27 -4.43 -1.14
C 0.702 0.744 -1.228 2.86 2.59 -1.86
C -0.518 -0.247 1.020 1.73 2.02 -2.51
C 0.908 0.320 1.132 0.61 -1.16 4.16
C -0.602 -0.926 -0.338 0.15 -0.73 1.54
H 1.533 -0.026 -1.546 -1.46 1.28 0.63
H 1.835 -0.392 1.179 -1.85 0.71 -0.16
H -0.394 -0.669 -2.498 -1.20 2.53 2.30
H -2.117 -1.376 1.043 -1.55 0.16 0.49
H -1.086 0.738 1.134 -0.19 -1.69 -0.38
H 0.758 0.791 2.152 1.43 0.04 -0.82
H -1.567 0.560 -1.557 -0.92 1.46 -0.43
H 0.804 1.643 -1.958 -0.01 -1.52 1.00
H 1.824 1.821 0.255 2.84 1.69 -0.42
H 0.207 -1.598 -0.614 0.33 0.16 0.73
```
Positions in Å, forces in eV/Å.


Computed, not measured: a structure of composition C4H10NP3 at a distorted geometry, with ωB97M-V/def2-TZVPD.

For the energy relative to the best compared isomer or geometry (same formula, charge and spin), the calculation gives 33.2 kcal/mol. For the highest occupied orbital energy, the calculation gives -8.49 eV. The total charge is 0. The molecular weight comes out at 165.1 g mol⁻¹. Its orbital gap is 0.3090 Eh.

```
18
Properties=species:S:1:pos:R:3:forces:R:3
P 0.471 -1.972 -1.879 1.50 -0.56 2.36
P -2.535 -0.362 0.993 -0.29 0.49 -1.92
P 0.836 2.190 -0.592 2.70 -1.03 -0.40
N -0.803 1.870 1.135 -3.59 0.09 0.04
C 0.603 -0.881 -0.566 -0.74 -0.29 -0.05
C 1.352 -1.313 0.722 -0.22 1.04 -0.46
C -0.068 0.481 -0.566 -2.82 0.11 -2.34
C -1.102 0.766 0.516 1.56 0.53 1.41
H 2.019 1.840 -1.466 -1.33 -0.07 0.26
H 1.847 1.997 0.491 -1.35 0.16 -0.61
H -1.876 -1.372 1.659 0.82 -0.53 0.14
H -0.390 -1.227 -2.570 -1.22 1.26 -1.31
H 1.660 -2.352 0.552 0.73 0.50 0.18
H -1.667 2.308 1.649 2.12 -1.33 -0.50
H 0.755 -1.355 1.660 -0.20 0.29 -0.81
H -2.672 0.345 2.136 -0.49 0.69 1.28
H 2.130 -0.520 0.933 -0.30 -1.33 -0.26
H -1.051 0.524 -1.683 3.14 0.01 2.99
```
Positions in Å, forces in eV/Å.


Computed, not measured: a cluster of 2 separate species, CH7N2S in total at a distorted geometry, with ωB97M-V/def2-TZVPD.

For the energy relative to the best compared isomer or geometry (same formula, charge and spin), the calculation gives 29.2 kcal/mol. For the highest occupied orbital energy, the calculation gives -3.01 eV. The total charge is -1. The molecular weight comes out at 79.1 g mol⁻¹. Its orbital gap is 0.2713 Eh.

```
11
Properties=species:S:1:pos:R:3:forces:R:3
S -0.249 -0.731 -2.501 -1.74 -0.25 -1.66
N -0.583 1.350 0.672 -0.46 -1.36 -0.31
N 0.987 -0.443 0.122 1.23 0.43 0.89
C 0.242 0.169 1.240 -1.62 -0.99 -1.34
H 0.808 0.610 2.111 0.11 -0.81 -1.22
H -0.155 1.717 -0.219 0.09 -0.91 1.35
H -1.505 -1.089 -3.035 1.31 0.23 0.60
H 1.837 -0.931 0.398 -0.47 0.08 -0.07
H -1.443 0.922 0.278 0.67 0.33 0.41
H -0.445 -0.729 1.696 0.77 2.58 -0.67
H 0.506 -0.844 -0.761 0.11 0.66 2.02
```
Positions in Å, forces in eV/Å.


Computed, not measured: the molecule C20H23NO5, with ωB97M-V/def2-TZVPD.

For the energy relative to the best compared isomer or geometry (same formula, charge and spin), the calculation gives 28.0 kcal/mol. The SMILES is COc1ccc(C(=O)OCC(=O)NCCCc2ccccc2)cc1OC. For the highest occupied orbital energy, the calculation gives -8.53 eV. The total charge is 0. The molecular weight comes out at 357.4 g mol⁻¹. Its orbital gap is 0.3292 Eh.

```
49
Properties=species:S:1:pos:R:3:forces:R:3
O 1.377 0.892 0.302 0.06 0.01 -0.20
O -0.430 -3.147 -0.352 -0.10 -0.45 -0.16
O 0.720 5.211 -4.332 0.00 -0.38 0.08
O 1.110 -0.372 -1.535 -0.14 0.18 -0.25
O 1.180 5.635 -1.508 -0.07 -0.20 -0.40
N -0.377 -1.247 0.882 -0.09 0.33 0.38
C -1.870 -4.496 4.602 -0.01 0.00 -0.01
C 0.738 2.941 -3.946 0.02 0.30 0.06
C -1.514 -1.528 1.729 -0.23 -0.02 0.18
C 1.176 3.229 -1.250 -0.01 -0.14 -0.01
C 1.067 1.952 -1.801 -0.05 0.30 -0.29
C 1.330 -1.564 -0.789 0.15 -0.47 0.29
C 0.069 -2.079 -0.069 0.50 0.47 -0.27
C -1.339 -4.926 2.309 0.04 -0.03 0.01
C 0.848 4.228 -3.413 -0.01 -0.24 -0.01
C -1.171 -4.152 3.450 0.15 -0.02 -0.01
C 0.809 6.578 -3.990 0.01 0.56 0.01
C 1.199 0.800 -0.898 0.11 0.00 0.38
C 1.073 4.371 -2.025 0.00 0.08 -0.02
C 1.411 5.781 -0.127 0.03 0.04 0.20
C -1.089 -1.660 3.191 0.09 -0.10 -0.21
C -0.282 -2.940 3.447 -0.18 0.15 0.07
C -2.877 -6.355 3.473 -0.08 -0.10 -0.02
C 0.844 1.812 -3.167 0.05 -0.01 0.30
C -2.188 -6.019 2.321 -0.06 -0.08 -0.03
C -2.716 -5.590 4.616 -0.07 -0.01 0.09
H -0.810 -4.671 1.402 0.06 0.06 -0.08
H -1.982 -1.664 3.820 0.00 0.06 0.06
H 0.565 2.867 -5.008 -0.02 0.00 -0.12
H -0.488 -0.788 3.461 -0.05 0.07 0.05
H -2.242 -0.715 1.625 0.00 -0.14 -0.01
H 0.217 -2.855 4.415 0.07 -0.03 -0.06
H 0.670 7.112 -4.930 0.01 -0.03 0.08
H -3.249 -5.846 5.520 -0.03 -0.02 0.07
H 2.121 -1.393 -0.048 -0.08 -0.03 -0.15
H 0.029 6.870 -3.286 0.07 -0.01 -0.07
H -3.538 -7.210 3.483 -0.05 -0.06 0.00
H 0.483 -3.040 2.675 0.09 0.00 0.05
H 1.464 6.855 0.044 0.01 -0.09 0.05
H -1.966 -2.457 1.377 -0.06 0.14 0.00
H 1.786 6.827 -3.572 -0.09 -0.01 -0.04
H 1.348 3.292 -0.187 0.01 0.07 0.08
H -1.745 -3.902 5.497 0.03 0.06 0.10
H -2.310 -6.611 1.426 -0.01 -0.05 -0.08
H 2.356 5.319 0.174 -0.04 0.00 0.00
H 0.593 5.359 0.465 0.04 0.00 -0.01
H 0.151 -0.403 1.073 0.03 -0.18 -0.18
H 1.644 -2.314 -1.516 -0.12 0.11 0.17
H 0.755 0.831 -3.603 -0.01 -0.08 -0.07
```
Positions in Å, forces in eV/Å.


Computed, not measured: a cluster of 2 separate species, C2H5NO3 in total at a distorted geometry, with ωB97M-V/def2-TZVPD.

For the energy relative to the best compared isomer or geometry (same formula, charge and spin), the calculation gives 30.4 kcal/mol. The SMILES is NC=O.O=CO. For the highest occupied orbital energy, the calculation gives -10.57 eV. The total charge is 0. The molecular weight comes out at 91.1 g mol⁻¹. Its orbital gap is 0.4111 Eh.

```
11
Properties=species:S:1:pos:R:3:forces:R:3
O -2.356 -1.563 0.972 1.26 -0.22 -1.01
O 0.859 1.744 0.423 -0.66 1.09 -2.17
O -0.391 -1.006 -0.079 1.04 0.10 0.15
N 1.651 0.557 -1.294 -0.92 2.45 -0.26
C -1.170 -1.395 0.949 0.90 1.21 3.35
C 1.027 1.727 -0.802 1.38 -3.11 2.20
H 2.017 0.592 -2.214 0.12 -0.50 -0.74
H 0.519 -0.696 0.263 -2.63 -0.75 -0.05
H 1.620 -0.306 -0.782 0.59 0.32 -0.36
H -0.532 -1.355 1.969 -1.20 -0.46 -1.85
H 0.785 2.476 -1.589 0.12 -0.13 0.75
```
Positions in Å, forces in eV/Å.


Computed, not measured: a structure of composition C37H25AsF5IrN3O7PS at a distorted geometry, with ωB97M-V/def2-TZVPD.

For the energy relative to the best compared isomer or geometry (same formula, charge and spin), the calculation gives 11.3 kcal/mol. As for the spin multiplicity: 5. For the highest occupied orbital energy (spin up / spin down), the calculation gives -7.51 / -8.89 eV. The total charge is 0. The molecular weight comes out at 1048.8 g mol⁻¹. As for the expectation value of S²: 6.013. Its orbital gap (spin up / spin down) is 0.2440 / 0.2427 Eh.

```
81
Properties=species:S:1:pos:R:3:forces:R:3
Ir 0.270 0.203 -0.191 -0.57 0.36 -0.98
As 3.192 0.268 1.302 0.36 -0.28 1.65
S 2.886 2.373 -1.746 2.30 1.11 -1.45
P -1.096 -1.038 1.370 0.55 0.53 1.73
F -2.871 -1.162 -4.396 0.25 -0.51 0.04
F -1.087 -3.036 -5.373 0.00 -0.50 -1.60
F 1.321 -3.413 -4.232 0.06 -0.32 0.31
F -2.529 -0.342 -1.917 -0.14 0.56 0.17
F 1.662 -2.518 -1.623 0.10 0.16 -0.29
O 3.675 -0.784 2.512 -0.43 1.41 -1.85
O 2.954 3.700 -2.346 -0.16 -0.84 0.74
O -0.022 3.318 0.569 0.90 -0.35 -0.56
O 2.074 1.456 2.034 0.46 -0.12 0.36
O 2.112 -0.322 0.113 -0.06 -0.64 -0.07
O 2.998 1.272 -2.658 -0.21 -0.68 -0.56
O 1.749 2.203 -0.856 -1.03 0.10 1.30
N -0.499 2.095 0.930 -1.74 -0.01 1.85
N -2.383 4.948 -5.919 -0.81 1.42 -1.71
N -0.735 1.743 -2.012 -0.86 1.28 1.52
C 5.512 2.966 -1.087 -2.08 -1.13 0.46
C -3.654 -1.392 0.381 -0.50 -0.43 1.64
C -1.479 3.494 -4.025 0.66 0.45 1.84
C -1.537 -1.068 -2.449 0.25 0.16 -0.58
C -0.149 1.662 -3.171 -0.69 0.69 -0.90
C -4.399 -3.387 -0.713 0.16 -1.18 -0.16
C 0.049 -2.189 2.244 0.05 0.16 -0.78
C -2.986 -0.755 3.436 -0.01 -1.16 0.60
C 0.897 -2.927 1.411 -0.55 -0.25 -0.13
C -0.355 -1.251 -1.779 0.79 -0.46 0.31
C -1.927 4.366 -5.065 0.65 -1.52 1.26
C 0.140 -2.293 3.641 -0.29 0.84 -0.59
C -1.604 2.787 -1.756 0.72 -2.26 0.97
C -3.104 -3.932 -0.661 -0.51 2.31 0.55
C 4.396 2.190 -0.749 0.04 -0.22 0.74
C -2.087 -3.133 -0.099 -0.85 -1.91 -0.06
C 4.547 1.271 0.340 -0.74 1.12 -0.11
C -2.039 1.303 2.779 1.13 -0.96 -0.80
C -3.769 1.255 4.448 -1.14 0.24 1.45
C -0.797 -2.395 -4.279 -0.15 0.83 1.76
C 1.056 -3.143 4.191 1.06 -1.90 -0.92
C 0.407 -2.687 -3.594 -1.42 0.61 -0.37
C 0.565 -2.168 -2.319 -0.40 0.84 -0.12
C 1.735 -4.034 3.295 0.32 -0.16 2.05
C 1.657 -3.965 1.932 -0.45 0.90 0.69
C -3.828 -0.109 4.349 0.81 -1.05 -0.63
C -1.164 2.200 2.056 1.81 0.15 -1.74
C -2.025 -0.086 2.692 -0.51 -0.85 -1.03
C -1.766 -1.530 -3.731 0.95 -0.75 -0.01
C -0.495 2.540 -4.210 -0.39 -0.01 -1.10
C -2.385 -1.958 0.560 -0.56 0.22 -0.83
C 6.891 1.906 0.570 -1.29 -0.80 0.88
C 5.735 1.247 1.029 1.72 -1.19 0.32
C -1.958 3.695 -2.705 -0.82 -0.26 -0.17
C -2.888 1.926 3.652 -0.13 2.65 -0.01
C 6.697 2.789 -0.437 2.91 2.03 -1.07
C -4.691 -2.156 -0.149 0.90 0.28 -0.89
H -2.886 -4.910 -1.007 0.17 -0.63 -0.52
H -4.403 1.763 5.205 0.50 -0.17 -0.78
H 0.685 3.093 -0.129 -0.24 0.29 0.64
H -3.850 -0.452 0.901 -0.18 -0.13 -0.47
H 2.195 -4.669 1.340 0.35 -0.13 -0.54
H 1.278 -3.282 5.251 -0.40 0.41 -0.32
H 5.404 3.694 -1.840 -0.11 0.70 -0.81
H -5.213 -3.944 -1.199 0.43 0.14 0.34
H -0.965 3.116 2.575 -0.29 0.80 -0.04
H -5.694 -1.801 -0.287 -0.21 0.44 0.28
H -2.721 4.413 -2.406 0.33 0.09 -0.54
H 0.961 -2.742 0.353 -0.27 0.08 -0.11
H 0.533 0.853 -3.286 0.65 -0.33 -0.35
H 2.225 1.484 2.997 0.02 -0.15 -0.50
H -0.461 -1.598 4.200 -0.11 -0.07 0.52
H -1.109 -3.573 -0.129 0.44 0.13 0.32
H -2.853 3.045 3.626 -0.13 -1.10 0.39
H -3.060 -1.855 3.365 0.08 0.66 -0.03
H 7.850 1.696 1.018 0.01 0.27 0.13
H -0.121 2.458 -5.230 0.32 -0.30 0.42
H -4.438 -0.745 4.965 -0.40 0.16 0.17
H -2.027 2.721 -0.722 0.29 0.55 -1.29
H 7.552 3.461 -0.766 -1.01 -1.04 0.38
H 5.858 0.572 1.883 -0.28 0.19 -0.26
H 2.392 -4.799 3.737 -0.36 0.42 -0.15
```
Positions in Å, forces in eV/Å.